DFT (the ωB97M-V functional and the def2-TZVPD basis) results for the molecule C21H23N3O4S.

Properties
energy relative to the best compared isomer or geometry (same formula, charge and spin) = 0.8063 eV
charge = 0
LUMO = -0.20 eV
calculated total energy = -1677.49891 Eh

Bonds (Å) are listed after each position.
Cartesian coordinates (Å):
1 C 6.16 2.09 -1.14  H2 1.088, O3 1.406, H51 1.096, H52 1.097
2 H 7.02 2.67 -0.82  C1 1.088
3 O 6.57 0.74 -1.12  C1 1.406, C4 1.410
4 C 5.57 -0.17 -1.52  O3 1.410, C5 1.527, H49 1.098, H50 1.102
5 C 5.78 -1.47 -0.76  C4 1.527, H6 1.089, H7 1.092, C8 1.531
6 H 6.83 -1.76 -0.84  C5 1.089
7 H 5.17 -2.26 -1.20  C5 1.092
8 C 5.43 -1.29 0.72  C5 1.531, N9 1.446, H47 1.094, H48 1.092
9 N 4.00 -1.18 0.93  C8 1.446, C10 1.351, H46 1.008
10 C 3.38 -0.01 1.20  N9 1.351, O11 1.216, C12 1.500
11 O 3.96 1.05 1.32  C10 1.216
12 C 1.89 -0.11 1.32  C10 1.500, C13 1.386, C17 1.398
13 C 1.15 1.02 0.99  C12 1.386, C14 1.392, H45 1.080
14 C -0.23 1.01 1.11  C13 1.392, C15 1.399, N25 1.369
15 C -0.89 -0.14 1.56  C14 1.399, C16 1.393, C20 1.468
16 C -0.14 -1.26 1.91  C15 1.393, C17 1.378, H19 1.079
17 C 1.24 -1.25 1.79  C12 1.398, C16 1.378, H18 1.079
18 H 1.80 -2.12 2.10  C17 1.079
19 H -0.67 -2.13 2.27  C16 1.079
20 C -2.35 -0.16 1.67  C15 1.468, O21 1.211, N22 1.391
21 O -2.99 -1.11 2.06  C20 1.211
22 N -2.99 1.02 1.29  C20 1.391, C23 1.366, C27 1.457
23 C -2.35 2.15 0.87  N22 1.366, S24 1.646, N25 1.362
24 S -3.11 3.56 0.49  C23 1.646
25 N -0.99 2.11 0.79  C14 1.369, C23 1.362, H26 1.012
26 H -0.54 2.96 0.50  N25 1.012
27 C -4.45 0.97 1.28  N22 1.457, C28 1.506, H43 1.093, H44 1.094
28 C -4.97 -0.08 0.33  C27 1.506, C29 1.384, C33 1.403
29 C -5.96 -0.96 0.74  C28 1.384, C30 1.384, H42 1.079
30 C -6.48 -1.90 -0.13  C29 1.384, C31 1.381, H41 1.079
31 C -6.00 -1.98 -1.42  C30 1.381, C32 1.385, H40 1.080
32 C -5.00 -1.11 -1.85  C31 1.385, C33 1.389, H39 1.079
33 C -4.48 -0.16 -0.98  C28 1.403, C32 1.389, O34 1.368
34 O -3.50 0.73 -1.32  C33 1.368, C35 1.405
35 C -3.07 0.79 -2.65  O34 1.405, H36 1.095, H37 1.089, H38 1.094
36 H -2.55 -0.13 -2.95  C35 1.095
37 H -2.37 1.62 -2.70  C35 1.089
38 H -3.90 0.98 -3.34  C35 1.094
39 H -4.63 -1.19 -2.86  C32 1.079
40 H -6.39 -2.71 -2.11  C31 1.080
41 H -7.25 -2.58 0.20  C30 1.079
42 H -6.33 -0.90 1.75  C29 1.079
43 H -4.79 0.74 2.29  C27 1.093
44 H -4.80 1.96 0.98  C27 1.094
45 H 1.67 1.91 0.66  C13 1.080
46 H 3.45 -2.00 0.72  N9 1.008
47 H 5.80 -2.14 1.30  C8 1.094
48 H 5.88 -0.37 1.08  C8 1.092
49 H 4.58 0.24 -1.31  C4 1.098
50 H 5.64 -0.34 -2.61  C4 1.102
51 H 5.33 2.26 -0.44  C1 1.096
52 H 5.86 2.41 -2.15  C1 1.097

Results of the Mulliken charge analysis, in e, for atoms 1 through 2: -0.569 0.242